No. 1
Here is 2 unconnected molecules or ions with the total composition C2H5ClO2S2 in a non-equilibrium geometry from the OMol25 dataset. Energies are from ωB97M-V with the def2-TZVPD basis set.

The geometry in XYZ format:
```
12
Properties=species:S:1:pos:R:3
C -2.074 0.363 -0.589
C -1.186 0.040 0.647
O 1.633 0.319 -1.115
O 2.302 -1.414 0.438
S -1.125 -1.349 1.476
S 2.795 -0.137 -0.467
Cl 3.286 1.305 0.932
H -2.346 -0.565 -1.175
H -2.783 1.032 -0.358
H -1.470 0.914 -1.332
H -0.394 0.844 0.758
H 1.363 -1.354 0.785
```

Calculated values
* frontier orbital gap: 8.6 eV
* energy above the lowest of the compared OMol25 structures with the same formula, charge and spin: 0.009 eV
* HOMO level: -9.2 eV
* charge: 0
* E_tot: -1486.19431 a.u.



No. 2
Here is a single C4H9NO2 molecule in a non-equilibrium geometry from the OMol25 dataset. Energies are from ωB97M-V with the def2-TZVPD basis set.

The geometry in XYZ format:
```
16
Properties=species:S:1:pos:R:3
C 2.032 0.372 -0.280
O 1.452 -0.389 0.760
C 0.189 0.108 1.163
C -0.868 -0.075 0.083
C -1.293 -1.465 -0.294
N -1.274 1.026 -0.528
O -0.902 2.230 -0.287
H 3.028 -0.043 -0.460
H 1.446 0.310 -1.210
H 2.120 1.432 -0.004
H 0.242 1.174 1.419
H -0.081 -0.467 2.060
H -1.803 -1.968 0.541
H -0.410 -2.073 -0.540
H -1.964 -1.452 -1.155
H -1.915 1.280 -1.269
```

Calculated values
* frontier orbital gap: 9.4 eV
* energy above the lowest of the compared OMol25 structures with the same formula, charge and spin: 4.235 eV
* HOMO level: -8.6 eV
* charge: 0
* E_tot: -362.92990 a.u.



No. 3
Here is a molecular structure, C3FO3Tm in a non-equilibrium geometry from the OMol25 dataset. Energies are from ωB97M-V with the def2-TZVPD basis set.

The geometry in XYZ format:
```
8
Properties=species:S:1:pos:R:3
C -2.393 0.771 -0.008
C -1.226 0.971 -0.243
O 0.008 1.136 -0.501
F -3.650 0.562 0.264
O 1.138 -2.633 0.326
C 1.703 -1.695 -0.034
O 2.416 -0.817 -0.337
Tm 2.004 1.704 0.535
```

Calculated values
* frontier orbital gap (alpha / beta): 6.7 / 5.0 eV
* energy above the lowest of the compared OMol25 structures with the same formula, charge and spin: 0.000 eV
* HOMO level (alpha / beta): -12.1 / -12.1 eV
* charge: +1
* spin multiplicity: 4
* E_tot: -1524.67512 a.u.



No. 4
Here is a gas-phase ion, C4H10N4OS (charge +2) in a non-equilibrium geometry from the OMol25 dataset. Energies are from ωB97M-V with the def2-TZVPD basis set.

The geometry in XYZ format:
```
20
Properties=species:S:1:pos:R:3
N -1.373 -2.080 0.631
C -0.047 -2.151 0.756
C 0.850 -1.216 0.497
N 2.315 -1.551 0.749
C 0.794 0.337 -0.062
S 2.104 1.225 -0.154
N -0.410 0.765 -0.627
C -0.773 2.021 -0.770
N -1.907 2.422 -1.264
O 0.044 2.961 -0.283
H -1.868 -1.205 0.360
H -1.973 -2.898 0.904
H 0.308 -3.083 1.197
H 2.652 -0.636 1.252
H 2.915 -1.739 0.006
H 2.438 -2.346 1.359
H -1.249 0.240 -0.992
H -2.590 1.660 -1.377
H -1.986 3.378 -1.714
H -0.243 3.897 -0.470
```

Calculated values
* frontier orbital gap: 8.3 eV
* energy above the lowest of the compared OMol25 structures with the same formula, charge and spin: 0.000 eV
* HOMO level: -16.5 eV
* charge: +2
* E_tot: -850.21007 a.u.



No. 5
Here is 16 unconnected molecules or ions with the total composition C18H68N14O16 in a non-equilibrium geometry from the OMol25 dataset. Energies are from ωB97M-V with the def2-TZVPD basis set.

The geometry in XYZ format:
```
116
Properties=species:S:1:pos:R:3
C -0.431 -4.602 14.310
C 0.166 -4.523 15.696
O -0.546 -5.325 16.533
H 0.263 -4.087 13.736
H -1.383 -4.011 14.160
H -0.556 -5.519 13.790
H 0.429 -3.498 16.062
H 1.172 -4.828 15.744
H -1.155 -4.715 16.897
C -2.571 -5.859 11.474
C -3.272 -5.344 12.632
O -3.500 -3.950 12.545
H -1.511 -5.810 11.574
H -2.706 -5.397 10.558
H -2.834 -6.914 11.429
H -2.831 -5.563 13.613
H -4.298 -5.622 12.754
H -4.317 -3.765 12.030
C 0.967 -3.838 5.007
O 0.491 -3.927 3.699
N 2.064 -3.230 5.196
N 0.351 -4.108 6.122
H 2.582 -3.041 4.343
H 2.542 -2.944 6.072
H -0.682 -4.355 6.106
H 0.853 -3.986 7.003
C -3.023 -8.730 9.475
O -2.587 -9.304 10.657
N -4.315 -8.724 9.170
N -2.164 -8.112 8.701
H -4.850 -9.454 9.630
H -4.637 -8.404 8.285
H -1.146 -8.175 8.859
H -2.324 -7.540 7.897
C 2.196 -6.676 7.167
O 3.100 -5.642 7.130
N 2.523 -7.937 7.117
N 0.907 -6.537 7.019
H 3.526 -8.024 7.069
H 1.743 -8.527 7.480
H 0.679 -5.553 6.643
H 0.319 -7.328 6.653
C 0.795 -4.984 9.935
O 0.600 -4.037 8.922
N 0.572 -6.269 9.751
N 1.103 -4.515 11.137
H 0.517 -6.477 8.713
H 0.281 -7.043 10.241
H 1.460 -3.525 11.246
H 1.181 -5.226 11.897
C 2.130 -2.083 12.886
O 1.020 -1.661 13.577
N 2.184 -2.127 11.559
N 3.257 -2.252 13.413
H 2.974 -2.594 11.106
H 1.273 -1.867 11.037
H 3.329 -2.345 14.484
H 4.020 -2.811 13.021
C 5.022 -3.846 11.228
O 3.991 -3.618 10.266
N 5.481 -3.002 12.080
N 5.460 -5.035 11.399
H 6.099 -3.049 12.871
H 5.248 -2.046 11.812
H 5.149 -5.763 10.707
H 6.090 -5.366 12.140
C -0.840 -1.598 11.032
O -1.374 -0.505 11.571
N -1.217 -2.795 11.236
N 0.099 -1.625 10.104
H -1.864 -3.036 12.078
H -0.672 -3.637 11.067
H 0.357 -0.661 9.703
H 0.168 -2.483 9.514
C -2.073 -5.276 7.590
O -2.230 -4.944 6.196
H -1.351 -6.012 7.784
H -3.090 -5.501 7.975
H -1.755 -4.455 8.203
H -3.071 -4.491 6.180
C 2.566 -1.590 7.830
O 3.293 -2.783 7.619
H 1.587 -1.661 7.424
H 3.146 -0.731 7.559
H 2.464 -1.519 8.947
H 3.568 -3.166 8.451
C 0.523 -10.598 8.632
O 0.421 -9.180 8.670
H 1.253 -10.811 7.858
H -0.418 -11.043 8.354
H 0.694 -11.122 9.629
H 0.482 -8.953 9.614
C 3.040 -5.674 13.799
O 2.307 -6.791 13.276
H 3.819 -5.336 13.213
H 3.482 -6.020 14.694
H 2.370 -4.830 14.021
H 2.906 -7.521 13.378
C 3.685 -7.207 10.359
O 4.689 -6.794 9.366
H 3.213 -6.391 10.864
H 4.129 -7.860 11.047
H 2.770 -7.747 9.902
H 4.233 -6.259 8.732
C -1.288 -1.431 7.290
O -2.183 -2.058 6.359
H -1.837 -0.683 7.858
H -0.488 -0.901 6.731
H -0.786 -2.102 7.950
H -2.264 -1.478 5.581
C 0.594 -9.131 12.135
O -0.288 -8.195 11.568
H 1.601 -8.677 12.126
H 0.672 -10.028 11.617
H 0.332 -9.320 13.179
H -1.223 -8.554 11.502
```

Calculated values
* frontier orbital gap: 7.5 eV
* energy above the lowest of the compared OMol25 structures with the same formula, charge and spin: 3.042 eV
* HOMO level: -7.9 eV
* charge: 0
* E_tot: -2696.81642 a.u.



No. 6
Here is 7 unconnected molecules or ions with the total composition C26H71N5O7 in a non-equilibrium geometry from the OMol25 dataset. Energies are from ωB97M-V with the def2-TZVPD basis set.

The geometry in XYZ format:
```
109
Properties=species:S:1:pos:R:3
C 5.082 -4.308 2.566
O 3.978 -3.551 3.210
C 4.237 -2.158 3.428
C 3.006 -1.487 4.068
C 1.794 -1.644 3.206
N 3.145 -0.040 4.302
H 5.705 -4.660 3.389
H 5.679 -3.688 1.897
H 4.691 -5.180 2.043
H 5.122 -2.028 4.051
H 4.350 -1.649 2.472
H 2.885 -1.932 5.056
H 1.599 -2.696 2.998
H 1.909 -1.054 2.297
H 0.906 -1.495 3.821
H 4.095 0.103 4.615
H 3.070 0.439 3.416
C -1.948 5.093 -1.530
O -2.069 5.783 -0.273
C -1.200 5.129 0.699
C 0.279 5.284 0.425
C 1.148 4.522 1.413
N 0.639 6.642 0.452
H -2.768 5.472 -2.139
H -1.918 4.003 -1.544
H -1.104 5.561 -2.035
H -1.437 5.602 1.652
H -1.452 4.068 0.694
H 0.548 4.950 -0.578
H 2.196 4.808 1.321
H 0.988 3.447 1.329
H 0.860 4.921 2.386
H 1.475 6.937 -0.031
H -0.104 7.037 -0.106
C 2.045 -3.850 -0.916
O 3.132 -3.003 -1.156
C 3.112 -2.101 -2.213
C 4.202 -0.954 -1.978
C 4.112 0.106 -3.020
N 5.561 -1.499 -2.157
H 2.057 -4.157 0.130
H 2.021 -4.770 -1.500
H 1.066 -3.416 -1.117
H 3.306 -2.747 -3.069
H 2.116 -1.669 -2.312
H 4.009 -0.555 -0.982
H 3.134 0.550 -3.206
H 4.511 -0.381 -3.911
H 4.854 0.896 -2.904
H 5.797 -2.273 -1.553
H 5.742 -1.866 -3.080
C -1.025 -3.631 -4.197
O -2.009 -2.990 -3.368
C -2.321 -3.760 -2.197
C -2.961 -2.888 -1.104
C -3.310 -3.754 0.145
N -4.222 -2.265 -1.392
H -0.259 -4.039 -3.537
H -0.648 -2.915 -4.927
H -1.333 -4.547 -4.701
H -2.962 -4.602 -2.460
H -1.492 -4.337 -1.787
H -2.258 -2.139 -0.739
H -3.703 -4.735 -0.119
H -3.886 -3.247 0.919
H -2.462 -4.095 0.740
H -4.013 -1.902 -2.311
H -4.889 -2.994 -1.601
C -0.977 4.878 4.941
O -0.199 3.737 5.490
C 0.097 2.599 4.552
C -1.217 1.799 4.149
C -1.804 1.200 5.381
N -1.027 0.731 3.174
H -1.821 5.039 5.612
H -1.375 4.783 3.930
H -0.338 5.760 4.904
H 0.769 2.927 3.760
H 0.780 1.899 5.034
H -1.950 2.506 3.760
H -2.695 0.600 5.193
H -2.129 1.918 6.133
H -1.165 0.526 5.952
H -1.810 0.096 3.221
H -0.260 0.158 3.496
C 0.236 -0.654 -0.371
C -0.413 0.679 -0.795
C -1.833 0.480 -1.232
O -0.382 1.627 0.242
H 0.222 -1.400 -1.166
H -0.356 -1.067 0.445
H 1.288 -0.459 -0.165
H 0.168 1.111 -1.610
H -2.166 -0.140 -2.065
H -2.137 1.439 -1.652
H -2.529 0.433 -0.395
H -0.589 1.206 1.080
C -5.151 -0.338 -5.780
C -3.817 -0.876 -5.196
C -2.827 0.185 -4.966
O -4.115 -1.703 -4.068
H -5.916 -1.114 -5.780
H -4.846 -0.032 -6.781
H -5.637 0.457 -5.214
H -3.460 -1.596 -5.932
H -3.108 0.967 -4.261
H -2.539 0.619 -5.924
H -1.974 -0.345 -4.542
H -3.405 -2.338 -3.946
```

Calculated values
* frontier orbital gap: 9.2 eV
* energy above the lowest of the compared OMol25 structures with the same formula, charge and spin: 2.871 eV
* HOMO level: -8.8 eV
* charge: 0
* E_tot: -1833.45855 a.u.



No. 7
Here is a single C4H8O molecule from the OMol25 dataset. Energies are from ωB97M-V with the def2-TZVPD basis set.

The geometry in XYZ format:
```
13
Properties=species:S:1:pos:R:3
C -1.381 -1.351 0.688
C -0.843 -0.095 0.137
O 0.306 2.073 -1.075
C 0.582 -0.160 -0.228
C 1.189 1.246 -0.367
H -1.170 -1.214 1.765
H -0.883 -2.287 0.387
H -2.468 -1.437 0.603
H -0.574 1.824 -0.733
H 1.209 -0.865 0.346
H 0.493 -0.591 -1.247
H 1.402 1.642 0.639
H 2.137 1.215 -0.915
```

Calculated values
* frontier orbital gap: 8.7 eV
* energy above the lowest of the compared OMol25 structures with the same formula, charge and spin: 3.605 eV
* HOMO level: -8.7 eV
* charge: 0
* E_tot: -232.31317 a.u.



No. 8
Here is 2 unconnected molecules or ions with the total composition C3H7NO2 from the OMol25 dataset. Energies are from ωB97M-V with the def2-TZVPD basis set.

The geometry in XYZ format:
```
13
Properties=species:S:1:pos:R:3
O 0.277 -1.500 2.200
C 0.543 -0.513 1.560
C -0.426 0.141 0.603
N 0.273 0.779 -0.492
C -0.387 1.639 -1.317
O -1.533 1.996 -1.142
H 1.532 -0.013 1.656
H -0.977 0.916 1.153
H -1.162 -0.597 0.265
H 1.160 0.409 -0.800
H 0.238 1.995 -2.157
H -0.129 -2.825 -0.020
H -0.138 -2.773 -0.762
```

Calculated values
* frontier orbital gap: 10.9 eV
* energy above the lowest of the compared OMol25 structures with the same formula, charge and spin: 2.166 eV
* HOMO level: -10.4 eV
* charge: 0
* E_tot: -323.70137 a.u.



No. 9
Here is a gas-phase ion, C5H5N2O (charge +1) in a non-equilibrium geometry from the OMol25 dataset. Energies are from ωB97M-V with the def2-TZVPD basis set.

The geometry in XYZ format:
```
13
Properties=species:S:1:pos:R:3
C -0.116 0.748 -0.265
C 0.392 0.770 1.870
C 0.532 0.063 -1.225
C -0.977 -0.559 0.461
C 0.912 -0.544 -2.270
N 0.585 1.379 0.761
N -0.558 -0.355 1.751
O -1.682 -1.329 -0.113
H -0.953 1.192 -0.735
H 0.676 0.788 2.899
H 1.146 -1.499 -2.396
H 1.178 0.112 -3.207
H -1.136 -0.765 2.468
```

Calculated values
* frontier orbital gap (alpha / beta): 8.8 / 8.8 eV
* energy above the lowest of the compared OMol25 structures with the same formula, charge and spin: 2.581 eV
* HOMO level (alpha / beta): -15.0 / -15.0 eV
* charge: +1
* E_tot: -377.87696 a.u.



No. 10
Here is 2 unconnected molecules or ions with the total composition C2H7S2 in a non-equilibrium geometry from the OMol25 dataset. Energies are from ωB97M-V with the def2-TZVPD basis set.

The geometry in XYZ format:
```
11
Properties=species:S:1:pos:R:3
S 1.268 -1.535 2.032
H 1.751 -0.330 2.011
C -0.480 1.222 -0.284
C -0.134 -0.101 -1.037
S -1.183 -1.475 -0.378
H -1.545 1.281 -0.427
H -0.192 1.049 0.815
H 0.263 1.983 -0.469
H 0.866 -0.431 -0.878
H -0.319 -0.067 -2.129
H -0.296 -1.596 0.744
```

Calculated values
* frontier orbital gap (alpha / beta): 9.3 / 5.6 eV
* energy above the lowest of the compared OMol25 structures with the same formula, charge and spin: 0.920 eV
* HOMO level (alpha / beta): -8.7 / -8.7 eV
* charge: 0
* spin multiplicity: 2
* E_tot: -876.67703 a.u.



No. 11
Here is a single C23H34N2O5 molecule from the OMol25 dataset. Energies are from ωB97M-V with the def2-TZVPD basis set.

The geometry in XYZ format:
```
64
Properties=species:S:1:pos:R:3
C -1.044 -0.901 3.625
O -1.353 -0.007 2.584
C -2.637 0.576 2.680
C -3.787 -0.333 2.211
O -3.977 -0.371 0.820
C -2.917 -0.939 0.067
C -3.494 -1.802 -1.058
C -2.351 -2.562 -1.742
N -1.098 -1.826 -1.645
C -0.013 -2.472 -1.158
O -0.049 -3.660 -0.890
C 1.282 -1.682 -0.973
C 2.485 -2.597 -1.192
C 3.758 -1.782 -1.037
C 3.799 -0.894 0.193
O 4.852 -0.422 0.586
N 2.628 -0.607 0.803
C 2.673 0.266 1.963
C 2.861 1.738 1.560
C 1.759 2.203 0.656
C 0.566 2.696 1.176
C -0.455 3.101 0.343
C -0.314 3.016 -1.043
O -1.389 3.430 -1.776
C -1.288 3.422 -3.178
C 0.871 2.520 -1.571
C 1.891 2.122 -0.721
C 1.341 -1.179 0.468
C -1.288 -0.401 -1.779
C -2.035 0.155 -0.556
H -1.700 -1.779 3.630
H -0.020 -1.229 3.458
H -1.114 -0.406 4.601
H -2.607 1.465 2.046
H -2.828 0.881 3.718
H -3.634 -1.351 2.601
H -4.728 0.055 2.609
H -2.305 -1.579 0.717
H -4.220 -2.505 -0.650
H -4.019 -1.152 -1.758
H -2.585 -2.733 -2.799
H -2.183 -3.529 -1.266
H 1.345 -0.841 -1.666
H 2.442 -3.047 -2.186
H 2.451 -3.408 -0.464
H 4.638 -2.427 -1.002
H 3.886 -1.119 -1.899
H 1.745 0.146 2.522
H 3.520 -0.034 2.587
H 2.884 2.340 2.470
H 3.825 1.827 1.058
H 0.439 2.766 2.246
H -1.377 3.496 0.738
H -2.235 3.815 -3.544
H -1.143 2.409 -3.567
H -0.473 4.065 -3.527
H 1.020 2.451 -2.638
H 2.814 1.749 -1.143
H 0.576 -0.418 0.642
H 1.134 -2.029 1.137
H -1.881 -0.244 -2.686
H -0.339 0.118 -1.902
H -1.332 0.523 0.188
H -2.676 0.985 -0.857
```

Calculated values
* frontier orbital gap: 9.1 eV
* energy above the lowest of the compared OMol25 structures with the same formula, charge and spin: 1.160 eV
* HOMO level: -8.5 eV
* charge: 0
* E_tot: -1382.54205 a.u.



No. 12
Here is a single C8H18Cl2IP molecule from the OMol25 dataset. Energies are from ωB97M-V with the def2-TZVPD basis set.

The geometry in XYZ format:
```
30
Properties=species:S:1:pos:R:3
C -1.209 3.388 1.766
C -0.404 2.176 1.310
C -1.205 0.895 1.124
I -1.887 0.122 3.010
P -0.354 -0.448 0.035
C 1.031 -0.823 1.162
C 0.894 -2.215 1.807
C 0.305 -1.726 -1.344
Cl -1.101 -2.659 -1.977
C 1.031 -1.121 -2.542
C 0.174 -0.269 -3.474
Cl 2.419 -0.143 -1.896
H -0.607 4.298 1.713
H -2.090 3.526 1.132
H -1.552 3.271 2.796
H 0.414 1.994 2.016
H 0.071 2.394 0.340
H -2.146 1.106 0.600
H -0.247 0.575 -0.937
H -1.533 -1.222 0.084
H 1.947 -0.771 0.564
H 1.081 -0.047 1.925
H -0.126 -2.448 2.113
H 1.519 -2.262 2.701
H 1.232 -2.999 1.126
H 0.949 -2.491 -0.904
H 1.520 -1.915 -3.106
H -0.336 -0.912 -4.191
H -0.590 0.289 -2.930
H 0.797 0.437 -4.023
```

Calculated values
* frontier orbital gap: 9.0 eV
* HOMO level: -8.4 eV
* charge: 0
* E_tot: -1874.99086 a.u.